{"formula": "C18H35AlF3O6", "method": "ωB97M-V with the def2-TZVPD basis set", "species": ["C", "O", "C", "Al", "C", "C", "O", "C", "C", "C", "F", "F", "F", "C", "O", "C", "H", "H", "H", "H", "H", "H", "H", "H", "H", "H", "H", "H", "H", "H", "H", "H", "H", "C", "C", "O", "C", "H", "H", "H", "H", "H", "H", "C", "C", "O", "C", "H", "H", "H", "H", "H", "H", "C", "C", "O", "C", "H", "H", "H", "H", "H", "H"], "positions_angstrom": [[0.15, 0.48, 5.13], [1.07, 1.19, 4.35], [2.11, 0.35, 3.76], [1.63, -0.62, 2.02], [0.06, 0.26, 1.05], [-1.04, 0.79, 1.86], [-2.21, 0.42, 1.78], [3.26, -0.34, 0.82], [3.38, 1.16, 0.49], [3.15, 1.46, -0.96], [2.76, 2.75, -1.18], [2.21, 0.68, -1.53], [4.28, 1.29, -1.71], [1.35, -2.59, 2.46], [0.20, -3.24, 1.88], [0.30, -3.29, 0.48], [0.34, -0.60, 5.11], [0.19, 0.82, 6.17], [-0.87, 0.63, 4.76], [2.43, -0.38, 4.53], [2.98, 1.01, 3.62], [0.51, 1.12, 0.53], [-0.37, -0.40, 0.29], [-0.80, 1.58, 2.60], [4.14, -0.66, 1.40], [3.17, -0.93, -0.09], [2.67, 1.77, 1.05], [4.37, 1.56, 0.73], [1.23, -2.71, 3.54], [2.26, -3.17, 2.21], [0.38, -2.29, 0.03], [-0.58, -3.79, 0.09], [1.20, -3.86, 0.16], [-1.78, 4.56, -0.75], [-1.97, 4.40, 0.74], [-1.19, 3.78, 1.41], [-3.20, 5.04, 1.34], [-0.87, 4.05, -1.05], [-2.63, 4.13, -1.28], [-1.70, 5.62, -1.01], [-4.10, 4.63, 0.88], [-3.19, 6.12, 1.17], [-3.22, 4.85, 2.41], [-0.23, -3.59, -4.04], [-0.96, -4.48, -3.06], [-1.51, -4.02, -2.09], [-0.97, -5.96, -3.36], [-0.30, -2.56, -3.72], [0.82, -3.89, -4.10], [-0.66, -3.69, -5.04], [0.05, -6.34, -3.39], [-1.44, -6.15, -4.32], [-1.53, -6.48, -2.58], [-0.58, 1.67, -3.07], [-1.54, 0.50, -2.99], [-1.55, -0.36, -3.85], [-2.48, 0.47, -1.81], [0.02, 1.58, -3.97], [-1.15, 2.60, -3.11], [0.06, 1.68, -2.20], [-3.10, 1.36, -1.81], [-1.92, 0.45, -0.87], [-3.11, -0.42, -1.87]], "total_charge": -1, "lumo_ha": 0.0963, "total_energy_ev": -46268.9254, "homo_ev": -4.41}